## i
Here is the molecule C5H5Cl from OMol25. Energies are from ωB97M-V/def2-TZVPD.

Summary:
**Highest occupied orbital energy**: -10.055 eV
**HOMO-LUMO gap**: 11.0 eV
**LUMO**: 0.034 Ha
**Structure (SMILES)**: C#C[C@H]1C[C@H]1Cl
**Molar mass**: 100.5 Da

The geometry in XYZ format:
```
11
C5H5Cl, DFT ωB97M-V/def2-TZVPD
C -0.74 0.37 0.98
C -0.59 -1.08 0.49
C -0.55 0.07 -0.43
C 0.73 0.51 -1.19
C 1.78 0.69 -1.74
H -1.59 0.88 1.53
H 0.33 -1.64 0.70
H -1.31 -1.83 0.52
H -1.50 0.39 -0.97
H 2.69 0.93 -2.07
Cl 0.73 0.71 2.18
```

Here are the Löwdin charges for atoms 1 to 2, given in e: number 1, C, carries -0.490; number 2, C, carries -0.137

---

## ii
Here is the molecule C5H5Cl from OMol25. Energies are from ωB97M-V/def2-TZVPD.

Summary:
**Highest occupied orbital energy**: -8.943 eV
**HOMO-LUMO gap**: 9.9 eV
**LUMO**: 0.033 Ha
**Structure (SMILES)**: C=C[C@H]1C=C1Cl
**Molar mass**: 100.5 Da

The geometry in XYZ format:
```
11
C5H5Cl, DFT ωB97M-V/def2-TZVPD
C 1.16 -1.42 -0.19
C 1.79 -0.35 0.04
C -1.79 1.06 0.07
C -0.66 0.42 -0.37
C 0.30 -0.36 0.45
Cl 3.20 0.53 0.01
H 0.96 -2.47 -0.47
H -2.41 1.55 -0.59
H -2.22 1.08 1.06
H -0.28 0.37 -1.49
H -0.05 -0.41 1.48
```

Here are the Löwdin charges for atoms 1 to 2, given in e: number 1, C, carries -0.025; number 2, C, carries -0.713

---

Relative energies in kJ/mol: i 11.3; ii 0.0

---

## i
Here is a cluster of 2 separate species, C4H9NO in total from OMol25. Energies are from ωB97M-V/def2-TZVPD.

Summary:
**Spin multiplicity**: 2
**Net charge**: -1
**<S²>**: 0.76
**Highest occupied orbital energy (spin up / spin down)**: -0.073 / -3.132 eV
**HOMO-LUMO gap (spin up / spin down)**: 4.5 / 7.5 eV
**LUMO (spin up / spin down)**: 0.163 / 0.161 Ha
**Molar mass**: 87.1 Da

The geometry in XYZ format:
```
15
C4H9NO, DFT ωB97M-V/def2-TZVPD
C 1.31 1.25 -1.27
C 0.52 0.31 -0.39
C 0.55 -1.04 -0.65
C -0.28 0.45 1.79
N -0.20 0.94 0.55
H 2.22 0.77 -1.62
H 1.57 2.17 -0.74
H 0.80 1.51 -2.21
H 0.22 -1.83 0.00
H 0.93 -1.48 -1.58
H -0.90 0.95 2.53
H 0.31 -0.35 2.23
H -1.63 -1.51 0.34
H -2.90 -0.69 0.30
O -2.52 -1.45 0.72
```

Here are the Löwdin charges for atoms 1 to 2, given in e: number 1, C, carries -0.101; number 2, C, carries -0.557

---

## ii
Here is the ion C4H9NO with charge -1 from OMol25. Energies are from ωB97M-V/def2-TZVPD.

Summary:
**Spin multiplicity**: 2
**Net charge**: -1
**<S²>**: 0.75
**Highest occupied orbital energy (spin up / spin down)**: 0.424 / -3.025 eV
**HOMO-LUMO gap (spin up / spin down)**: 4.0 / 7.3 eV
**LUMO (spin up / spin down)**: 0.163 / 0.159 Ha
**Molar mass**: 87.1 Da

The geometry in XYZ format:
```
15
C4H9NO, DFT ωB97M-V/def2-TZVPD
C 1.24 1.64 -0.32
C 0.43 0.46 -0.85
N 0.59 -0.72 -0.02
C -0.68 -1.39 0.31
C -1.53 -0.68 1.30
O -1.82 0.57 1.19
H 2.01 1.29 0.36
H 0.61 2.26 0.31
H 1.75 2.25 -1.08
H 0.76 0.26 -1.88
H -0.61 0.71 -0.89
H 1.18 -1.40 -0.48
H -1.30 -1.54 -0.62
H -0.47 -2.37 0.72
H -2.15 -1.34 1.93
```

Here are the Löwdin charges for atoms 1 to 2, given in e: number 1, C, carries -0.118; number 2, C, carries -0.333

---

Relative energies in kJ/mol: i 14.1; ii 0.0

---

## i
Here is a structure of composition C56H55AlN6O2S2 from OMol25. Energies are from ωB97M-V/def2-TZVPD.

Summary:
**Net charge**: -2
**Highest occupied orbital energy (spin up / spin down)**: -1.689 / -1.099 eV
**HOMO-LUMO gap (spin up / spin down)**: 5.7 / 5.2 eV
**LUMO (spin up / spin down)**: 0.148 / 0.151 Ha
**Molar mass**: 935.2 Da

The geometry in XYZ format:
```
122
C56H55AlN6O2S2, DFT ωB97M-V/def2-TZVPD
Al 0.29 -0.99 -1.33
C 2.14 -2.85 2.13
C 3.08 -2.97 0.93
C 2.46 -3.80 -0.21
C 3.63 -1.66 0.39
C 5.01 -1.66 0.22
C 5.71 -0.56 -0.24
C 5.00 0.58 -0.57
C 3.62 0.64 -0.43
C 2.92 1.92 -0.85
C 2.98 2.99 0.26
C 3.48 2.51 -2.15
C 2.91 -0.48 0.06
N 1.49 -0.30 0.22
C 1.19 0.41 1.34
C 0.01 1.25 1.55
N -0.85 1.59 0.66
C -1.95 2.41 0.90
C -3.15 1.89 1.47
C -4.27 2.71 1.56
C -4.26 4.01 1.10
C -3.09 4.52 0.59
C -1.92 3.77 0.50
C -0.67 4.53 0.08
C 0.13 3.91 -1.06
C 0.24 4.78 1.29
C -3.28 0.47 1.99
C -4.41 -0.27 1.27
C -3.51 0.46 3.51
C 0.12 1.83 2.93
C -0.63 2.72 3.65
C -0.17 3.10 4.93
C 1.00 2.62 5.46
C 1.81 1.73 4.73
C 3.06 1.18 5.11
C 3.73 0.36 4.23
C 3.24 0.02 2.96
C 2.01 0.52 2.54
C 1.33 1.36 3.47
H 2.00 -3.84 2.58
H 1.17 -2.48 1.84
H 2.56 -2.18 2.89
H 3.95 -3.53 1.29
H 1.74 -3.21 -0.76
H 1.95 -4.68 0.17
H 3.24 -4.10 -0.92
H 5.56 -2.55 0.49
H 6.79 -0.59 -0.33
H 5.53 1.45 -0.94
H 1.87 1.67 -1.02
H 4.02 3.26 0.45
H 2.55 2.63 1.18
H 2.44 3.88 -0.06
H 4.35 3.15 -1.95
H 2.72 3.12 -2.64
H 3.78 1.73 -2.83
H -5.17 2.31 2.01
H -5.16 4.62 1.14
H -3.06 5.56 0.25
H -1.01 5.51 -0.27
H 0.46 2.91 -0.81
H 1.01 4.52 -1.28
H -0.48 3.84 -1.95
H 0.69 3.85 1.63
H -0.32 5.22 2.12
H 1.04 5.48 1.02
H -2.35 -0.06 1.78
H -5.34 0.29 1.31
H -4.58 -1.24 1.72
H -4.14 -0.41 0.22
H -4.46 0.93 3.77
H -2.72 0.98 4.04
H -3.54 -0.57 3.88
H -1.54 3.14 3.26
H -0.77 3.80 5.51
H 1.31 2.93 6.46
H 3.49 1.42 6.08
H 4.69 -0.04 4.53
H 3.85 -0.60 2.32
S -1.12 -1.95 0.22
C -1.66 -3.33 -0.75
N -2.50 -4.23 -0.28
N -2.84 -4.11 1.03
C -3.95 -4.71 1.54
C -4.85 -5.41 0.72
C -6.00 -5.95 1.26
C -6.28 -5.83 2.62
C -5.37 -5.18 3.44
C -4.22 -4.63 2.92
N -1.25 -3.49 -2.00
N -0.31 -2.67 -2.46
C -0.18 -2.77 -3.85
C -1.30 -3.03 -4.66
C -1.19 -3.07 -6.03
C 0.03 -2.84 -6.65
C 1.15 -2.62 -5.86
C 1.06 -2.61 -4.48
H -2.37 -3.38 1.56
H -4.61 -5.49 -0.33
H -6.70 -6.46 0.61
H -7.21 -6.22 3.02
H -5.57 -5.10 4.50
H -3.51 -4.11 3.57
H -2.25 -3.17 -4.16
H -2.08 -3.26 -6.63
H 0.11 -2.84 -7.73
H 2.12 -2.46 -6.33
H 1.95 -2.49 -3.88
O 3.35 -0.30 -3.71
C 2.19 -0.11 -3.37
O 1.64 -0.74 -2.39
C 1.33 0.87 -4.11
C 1.96 1.58 -5.13
C 1.30 2.50 -5.92
C -0.06 2.70 -5.70
C -0.71 2.01 -4.70
C -0.04 1.09 -3.86
S -1.07 0.41 -2.62
H 3.01 1.38 -5.28
H 1.83 3.05 -6.69
H -0.62 3.40 -6.31
H -1.77 2.16 -4.52
```

Here are the Löwdin charges for atoms 1 to 2, given in e: number 1, Al, carries -0.261; number 2, C, carries -0.058

---

## ii
Here is a structure of composition C56H55AlN6O2S2 from OMol25. Energies are from ωB97M-V/def2-TZVPD.

Summary:
**Net charge**: -2
**Highest occupied orbital energy**: -1.090 eV
**HOMO-LUMO gap**: 5.4 eV
**LUMO**: 0.159 Ha
**Molar mass**: 935.2 Da

The geometry in XYZ format:
```
122
C56H55AlN6O2S2, DFT ωB97M-V/def2-TZVPD
Al -0.13 0.01 -0.06
C 0.67 -4.67 0.25
C 0.06 -3.82 1.37
C 0.36 -4.47 2.73
C -1.42 -3.58 1.14
C -2.27 -4.68 1.07
C -3.61 -4.54 0.77
C -4.11 -3.27 0.53
C -3.31 -2.14 0.62
C -3.90 -0.78 0.37
C -5.03 -0.46 1.35
C -4.38 -0.65 -1.08
C -1.95 -2.29 0.96
N -1.12 -1.16 1.15
C -0.64 -1.03 2.43
C 0.50 -0.28 2.60
N 0.99 0.34 1.47
C 2.30 0.87 1.58
C 3.38 0.02 1.27
C 4.69 0.48 1.39
C 4.94 1.78 1.80
C 3.87 2.61 2.10
C 2.55 2.18 2.01
C 1.51 3.22 2.42
C 0.05 2.99 2.06
C 1.61 3.51 3.92
C 3.15 -1.40 0.79
C 3.63 -2.42 1.81
C 3.77 -1.64 -0.59
C 0.92 -0.34 4.00
C 1.98 0.09 4.75
C 2.01 -0.23 6.14
C 1.02 -0.94 6.77
C -0.08 -1.42 6.00
C -1.19 -2.19 6.48
C -2.17 -2.58 5.60
C -2.13 -2.27 4.21
C -1.08 -1.54 3.73
C -0.08 -1.11 4.66
H 1.74 -4.79 0.41
H 0.51 -4.22 -0.73
H 0.22 -5.67 0.24
H 0.56 -2.84 1.35
H -0.03 -5.49 2.76
H -0.07 -3.91 3.55
H 1.45 -4.52 2.88
H -1.86 -5.68 1.22
H -4.26 -5.41 0.70
H -5.16 -3.15 0.27
H -3.12 -0.04 0.52
H -5.88 -1.15 1.23
H -5.40 0.56 1.19
H -4.68 -0.53 2.38
H -5.26 -1.26 -1.26
H -3.60 -0.97 -1.77
H -4.62 0.39 -1.30
H 5.51 -0.17 1.14
H 5.95 2.15 1.88
H 4.06 3.63 2.41
H 1.81 4.13 1.89
H -0.40 2.19 2.66
H -0.08 2.73 1.01
H -0.51 3.91 2.26
H 1.34 2.62 4.50
H 0.91 4.31 4.20
H 2.62 3.82 4.22
H 2.07 -1.53 0.68
H 4.71 -2.35 1.97
H 3.41 -3.44 1.48
H 3.14 -2.27 2.78
H 4.86 -1.56 -0.56
H 3.39 -0.92 -1.32
H 3.51 -2.64 -0.95
H 2.80 0.65 4.32
H 2.85 0.12 6.73
H 1.08 -1.15 7.83
H -1.25 -2.46 7.53
H -3.00 -3.17 5.97
H -2.91 -2.63 3.56
S -0.03 -1.77 -1.63
C -0.59 -1.20 -3.18
N -1.69 -1.63 -3.67
N -1.98 -1.15 -4.98
C -2.62 0.08 -5.12
C -2.64 1.04 -4.11
C -3.25 2.27 -4.32
C -3.86 2.56 -5.53
C -3.86 1.60 -6.54
C -3.25 0.37 -6.34
N 0.16 -0.22 -3.92
N 1.34 -0.51 -4.11
C 2.09 0.55 -4.72
C 3.32 0.20 -5.25
C 4.12 1.17 -5.83
C 3.70 2.49 -5.87
C 2.47 2.84 -5.32
C 1.65 1.87 -4.75
H -2.48 -1.89 -5.46
H -2.19 0.83 -3.15
H -3.25 2.98 -3.51
H -4.33 3.53 -5.69
H -4.33 1.81 -7.49
H -3.25 -0.37 -7.13
H 3.64 -0.84 -5.17
H 5.09 0.90 -6.24
H 4.33 3.25 -6.30
H 2.15 3.87 -5.32
H 0.71 2.13 -4.29
O -2.99 2.57 -1.18
C -1.81 2.27 -1.06
O -1.44 1.15 -0.53
C -0.75 3.24 -1.54
C -1.22 4.52 -1.86
C -0.38 5.52 -2.31
C 0.98 5.23 -2.45
C 1.46 3.98 -2.14
C 0.62 2.94 -1.67
S 1.41 1.42 -1.37
H -2.28 4.69 -1.74
H -0.77 6.50 -2.55
H 1.66 5.99 -2.81
H 2.51 3.75 -2.25
```

Here are the Löwdin charges for atoms 1 to 2, given in e: number 1, Al, carries -0.201; number 2, C, carries -0.076

---

Relative energies in kJ/mol: i 52.2; ii 0.0